1.
Density functional theory data (wB97M-V/def2-TZVPD) for a 2-piece molecular cluster, C6H12P overall at a distorted geometry.

The lowest unoccupied orbital energy (spin up / spin down) comes out at -3.61 / -7.88 eV. The HOMO energy (spin up / spin down) comes out at -12.1 / -14.7 eV. As for the energy: -15692.045 eV. Its net charge is +1. As for the expectation value of S²: 2.01. Its spin multiplicity is 3. The calculation puts the HOMO-LUMO gap (spin up / spin down) at 8.50 / 6.81 eV. Its energy relative to the best compared isomer or geometry (same formula, charge and spin) is 0.9 kcal per mole.

```
19
Properties=species:S:1:pos:R:3:forces:R:3
C -0.313 0.321 -0.931 1.35 -0.23 0.80
C -1.008 -0.251 0.013 1.30 -0.20 0.31
C -3.428 0.105 0.072 -0.55 -0.67 -0.33
C 4.142 1.307 0.205 0.58 1.80 1.40
C 1.587 -1.854 -0.283 3.10 0.97 4.12
C -2.204 -0.485 0.784 -0.82 1.73 0.29
P 0.876 -0.249 0.391 -1.89 -0.39 -1.14
H -0.258 0.787 -1.915 -0.32 -0.36 0.20
H -3.746 -0.425 -0.852 0.10 -0.48 0.98
H -3.234 1.078 -0.380 -0.28 0.50 1.04
H -4.145 -0.024 0.923 -0.26 0.97 -1.46
H 5.172 1.477 0.027 0.74 0.13 -0.26
H 3.691 1.881 1.003 -0.19 -0.14 -0.16
H 3.703 0.492 -0.231 -1.14 -1.79 -0.99
H 1.372 -2.600 0.544 0.19 0.74 -1.24
H 2.703 -1.723 -0.416 -1.23 -0.34 0.21
H 1.139 -1.949 -1.171 -1.71 -1.01 -3.28
H -2.534 -1.460 1.130 1.11 -0.41 -0.04
H -2.051 0.188 1.679 -0.07 -0.82 -0.48
```
Positions in Å, forces in eV/Å.

Atomic partial charges in e from the natural (NBO) method, atoms 1 to 8: -0.38 0.03 -0.60 -0.48 -0.86 -0.51 0.96 0.30

---

2.
Density functional theory data (wB97M-V/def2-TZVPD) for a 10-piece molecular cluster, C38H59N9O5 overall at a distorted geometry.

The lowest unoccupied orbital energy comes out at 0.13 eV. The HOMO energy comes out at -8.5 eV. As for the energy: -64007.376 eV. The calculation puts the HOMO-LUMO gap at 8.65 eV.

```
111
Properties=species:S:1:pos:R:3:forces:R:3
C -0.418 1.577 1.603 0.00 -0.66 0.02
O -1.069 2.732 1.061 -0.29 -0.72 -0.23
C -0.262 3.561 0.374 -0.20 0.32 0.06
O 0.694 4.071 0.845 0.97 0.44 0.52
O -0.699 3.816 -0.864 -0.01 -0.01 -0.32
C -0.483 2.714 -1.764 -0.58 -0.21 -0.50
C 0.345 3.142 -2.940 0.34 0.20 0.14
O 1.697 3.378 -2.582 -0.16 0.12 -0.18
C 2.611 2.599 -3.326 0.08 0.02 0.04
C 2.660 1.160 -2.808 0.60 0.41 0.10
O 2.734 0.233 -3.883 -0.33 -0.17 0.02
C 1.790 -0.767 -3.821 -0.46 -0.46 -0.13
C 0.896 -0.929 -4.875 0.17 -0.02 0.25
C -0.097 -1.905 -4.824 0.40 0.20 0.03
C -0.241 -2.757 -3.728 0.15 0.10 0.22
C -1.362 -3.821 -3.649 0.83 0.59 0.31
C -1.757 -3.970 -2.162 -0.53 0.21 -0.83
C -2.565 -3.282 -4.424 0.12 0.40 0.22
C -0.727 -5.099 -4.234 -0.69 -0.17 -0.55
C -1.625 -6.272 -4.694 0.13 -0.41 0.14
C -0.735 -7.523 -4.676 -0.44 0.02 -0.21
C -2.801 -6.576 -3.765 0.13 -0.13 0.18
C -2.138 -6.133 -6.127 -0.23 -0.35 0.15
C 0.687 -2.600 -2.692 0.30 0.34 -0.28
C 1.690 -1.630 -2.736 -0.17 0.01 -0.13
H -0.566 0.737 0.922 -0.03 0.02 -0.16
H -0.861 1.301 2.547 -0.17 0.21 0.17
H 0.648 1.702 1.760 0.08 0.40 -0.01
H -1.440 2.382 -2.160 -0.21 -0.03 0.17
H -0.026 1.865 -1.262 0.08 -0.01 0.20
H 0.276 2.372 -3.710 -0.06 -0.19 -0.05
H -0.084 4.056 -3.350 0.01 0.15 -0.06
H 2.383 2.592 -4.394 -0.19 -0.02 -0.07
H 3.577 3.082 -3.215 0.13 0.08 0.06
H 3.548 1.057 -2.184 0.07 -0.21 0.11
H 1.798 0.991 -2.170 -0.19 -0.21 -0.10
H 0.995 -0.258 -5.717 -0.11 0.00 -0.14
H -0.763 -1.961 -5.671 -0.12 -0.08 -0.02
H -2.766 -4.367 -2.115 0.00 -0.30 0.25
H -1.804 -2.974 -1.730 0.11 0.07 0.28
H -1.069 -4.605 -1.619 0.06 -0.08 0.24
H -3.491 -3.787 -4.172 -0.04 -0.32 -0.18
H -2.702 -2.240 -4.138 -0.09 0.12 0.08
H -2.395 -3.275 -5.494 -0.13 -0.19 -0.20
H -0.158 -4.796 -5.115 0.15 -0.01 -0.09
H 0.001 -5.505 -3.532 0.07 0.17 0.26
H -1.288 -8.360 -5.103 0.04 -0.13 -0.08
H 0.149 -7.366 -5.289 0.26 -0.04 0.09
H -0.468 -7.806 -3.661 0.27 0.06 0.10
H -3.124 -7.606 -3.915 -0.08 -0.12 -0.15
H -3.675 -5.955 -3.933 -0.02 0.24 0.06
H -2.498 -6.506 -2.724 -0.08 0.10 0.14
H -1.333 -6.255 -6.848 0.16 0.32 -0.12
H -2.702 -5.226 -6.310 0.09 0.21 -0.05
H -2.821 -6.963 -6.313 -0.11 -0.08 -0.07
H 0.667 -3.224 -1.813 -0.16 -0.16 0.06
H 2.390 -1.530 -1.919 0.04 -0.04 0.11
C 3.121 -8.230 -6.168 0.16 0.23 -0.14
C 2.364 -9.279 -5.503 -0.04 -0.04 0.04
N 1.761 -10.100 -4.975 0.00 -0.01 0.01
H 4.039 -8.630 -6.597 -0.02 -0.08 0.03
H 2.537 -7.784 -6.971 -0.07 -0.06 0.02
H 3.389 -7.443 -5.465 -0.05 -0.05 0.07
C 0.267 3.596 5.144 -0.06 0.27 0.01
C 0.188 2.160 4.932 0.02 -0.03 0.01
N 0.125 1.029 4.747 -0.02 0.01 0.09
H -0.086 3.870 6.135 0.02 -0.09 0.04
H 1.290 3.949 5.048 0.05 -0.10 -0.01
H -0.338 4.129 4.410 -0.01 -0.11 -0.07
C 3.741 6.758 6.059 0.50 -0.08 -0.10
C 2.433 6.333 6.523 -0.08 0.01 0.01
N 1.397 5.997 6.891 0.04 0.08 0.04
H 4.378 5.904 5.831 -0.11 -0.09 0.08
H 3.655 7.362 5.162 -0.12 0.06 -0.02
H 4.246 7.359 6.813 -0.11 0.02 0.06
C 1.318 5.755 10.474 -0.10 -0.03 -0.33
C 1.744 5.923 11.855 -0.01 0.00 0.05
N 2.081 6.056 12.943 0.02 0.01 -0.01
H 0.635 4.913 10.374 0.01 -0.02 0.11
H 0.806 6.644 10.111 0.02 0.04 0.08
H 2.169 5.572 9.821 0.05 0.00 0.06
C 7.023 7.365 8.454 -0.01 -0.01 0.30
C 7.103 7.488 7.006 0.03 0.00 -0.02
N 7.159 7.583 5.864 -0.04 -0.02 0.00
H 6.521 8.228 8.888 0.00 0.04 -0.08
H 6.469 6.471 8.736 0.00 -0.02 -0.09
H 8.018 7.297 8.890 0.04 0.00 -0.08
C -5.089 1.212 -1.945 -0.27 0.12 0.12
C -3.847 0.656 -2.460 0.03 -0.05 0.00
N -2.866 0.215 -2.861 0.02 0.03 0.01
H -5.757 1.483 -2.761 0.06 -0.03 -0.06
H -5.601 0.491 -1.311 0.07 -0.06 -0.01
H -4.894 2.106 -1.354 0.09 -0.01 -0.02
C -3.671 1.481 2.909 0.34 -0.01 -0.09
C -5.106 1.536 3.136 -0.04 -0.01 0.01
N -6.240 1.581 3.308 0.00 0.01 -0.02
H -3.326 0.451 2.835 -0.11 -0.04 0.04
H -3.402 1.994 1.986 -0.07 0.04 0.00
H -3.128 1.956 3.725 -0.09 0.01 0.05
C -2.660 -9.425 -1.053 0.16 -0.25 -0.08
C -3.441 -8.262 -0.662 -0.02 0.05 0.00
N -4.053 -7.338 -0.363 0.00 -0.01 0.01
H -1.631 -9.333 -0.708 -0.02 0.08 0.03
H -3.080 -10.334 -0.627 -0.06 0.05 0.04
H -2.644 -9.532 -2.137 -0.05 0.09 -0.01
C -0.195 9.285 5.094 -0.35 0.01 0.06
C 1.220 9.179 4.782 0.07 0.00 0.01
N 2.340 9.094 4.544 -0.10 0.09 -0.04
H -0.770 9.514 4.199 0.08 0.00 -0.05
H -0.565 8.349 5.509 0.11 -0.04 0.00
H -0.371 10.074 5.823 0.10 0.02 0.00
```
Positions in Å, forces in eV/Å.

Atomic partial charges in e from the Mulliken method, atoms 1 to 8: -0.70 -0.13 0.62 -0.51 -0.34 0.14 -0.67 -0.38

---

3.
Density functional theory data (wB97M-V/def2-TZVPD) for a 2-piece molecular cluster, CCl3F2N overall at a distorted geometry.

The lowest unoccupied orbital energy comes out at -1.24 eV. The HOMO energy comes out at -10.9 eV. As for the energy: -45525.752 eV. The calculation puts the HOMO-LUMO gap at 9.65 eV. Its energy relative to the best compared isomer or geometry (same formula, charge and spin) is 3.8 kcal per mole.

```
7
Properties=species:S:1:pos:R:3:forces:R:3
F 0.703 -0.939 0.289 0.59 -1.01 0.40
N -0.242 0.008 0.071 0.32 0.49 -0.39
C 0.063 1.063 0.688 -1.72 1.25 0.05
F -0.771 2.079 0.432 0.29 -0.29 0.09
Cl 1.129 1.470 1.924 0.54 -0.42 -0.13
Cl -2.336 -1.538 -2.195 -0.31 -0.46 1.08
Cl -2.837 -2.291 -0.354 0.30 0.45 -1.09
```
Positions in Å, forces in eV/Å.

Now the natural (NBO) charges, all in e: -0.22 -0.06 0.49 -0.29 0.08 0.00 0.00

---

4.
Density functional theory data (wB97M-V/def2-TZVPD) for a single C4H7O2 molecule at a distorted geometry.

The lowest unoccupied orbital energy (spin up / spin down) comes out at 0.87 / -2.99 eV. The HOMO energy (spin up / spin down) comes out at -10.7 / -10.6 eV. As for the energy: -8354.620 eV. As for the expectation value of S²: 0.75. Its spin multiplicity is 2. The calculation puts the HOMO-LUMO gap (spin up / spin down) at 11.59 / 7.64 eV. Its energy relative to the best compared isomer or geometry (same formula, charge and spin) is 8.9 kcal per mole.

```
13
Properties=species:S:1:pos:R:3:forces:R:3
O -1.306 2.037 1.863 0.02 0.32 0.28
C -1.479 1.104 0.991 0.39 -0.47 -0.44
O -2.482 0.750 0.439 -0.51 0.06 -0.03
C -0.104 0.433 0.735 -0.13 -0.41 1.25
C -0.104 -0.308 -0.575 0.31 -0.10 -0.73
C 1.275 -0.890 -0.914 -0.81 -0.22 -0.31
H 0.022 -0.269 1.571 -0.18 -0.04 -0.08
H 0.708 1.128 0.911 0.20 0.32 -0.51
H -0.441 0.352 -1.377 0.08 0.06 0.01
H -0.815 -1.139 -0.573 -0.09 0.27 0.28
H 2.052 -0.126 -0.950 0.08 -0.18 0.09
H 1.502 -1.707 -0.228 0.35 0.23 0.18
H 1.172 -1.366 -1.895 0.30 0.17 0.01
```
Positions in Å, forces in eV/Å.

Atomic partial charges in e from the natural (NBO) method, atoms 1 to 8: -0.19 0.72 -0.57 -0.48 -0.40 -0.60 0.23 0.23

---

5.
Density functional theory data (wB97M-V/def2-TZVPD) for a 2-piece molecular cluster, C2H4Cl2N2 overall at a distorted geometry.

The lowest unoccupied orbital energy comes out at 0.94 eV. The HOMO energy comes out at -8.0 eV. As for the energy: -30160.251 eV. The calculation puts the HOMO-LUMO gap at 8.99 eV. Its energy relative to the best compared isomer or geometry (same formula, charge and spin) is 79.5 kcal per mole.

```
10
Properties=species:S:1:pos:R:3:forces:R:3
C 1.480 0.033 0.383 0.02 0.35 1.15
C -0.928 1.025 -0.114 0.55 0.54 -0.15
N 1.771 0.665 1.515 -0.18 -1.56 2.05
N -1.176 0.838 -1.371 -1.02 -0.24 -0.50
Cl 2.274 0.828 -0.939 0.52 0.35 -0.59
Cl -2.399 1.115 0.722 -1.26 -0.09 1.00
H 1.421 0.220 2.374 -0.43 -0.17 -0.96
H 2.510 1.245 1.896 0.37 0.83 -1.54
H -0.369 0.848 -1.951 0.43 -0.23 -0.76
H -2.124 0.686 -1.779 1.00 0.21 0.31
```
Positions in Å, forces in eV/Å.

Atomic partial charges in e from the natural (NBO) method, atoms 1 to 8: 0.09 0.07 -0.80 -0.77 -0.10 -0.05 0.39 0.39